(1)
21
Properties=species:S:1:pos:R:3:forces:R:3:nbo_charge:R:1 method="wB97M-V/def2-TZVPD" gap_ev=6.93
C -1.712 -0.980 0.482 1.5 -1.2 1.6 -0.0053
O -2.362 -2.014 0.244 -1.1 0.2 -0.4 -0.7035
C -0.830 -0.315 -0.441 2.4 -1.6 0.1 0.0548
C 0.498 0.286 -0.073 -0.6 2.2 1.7 -0.3000
C 1.686 -0.492 -0.606 -0.4 -1.2 -0.3 -0.6153
C 0.594 1.851 -0.326 0.6 -2.0 -0.4 -0.3801
C 1.636 2.424 0.654 -2.0 0.1 -0.1 -0.6112
H -0.816 -0.662 -1.480 -0.7 0.2 0.0 0.2014
H -1.902 -0.332 1.385 -0.2 0.2 0.0 0.1806
H -0.861 -4.118 -0.313 0.1 0.1 0.1 0.0361
H -0.555 -1.449 1.256 -1.2 1.1 -2.0 0.2816
H -0.135 -4.270 -0.217 -0.1 0.0 0.0 -0.0399
H 0.538 0.321 1.025 0.0 -0.7 0.0 0.1971
H 1.503 -1.568 -0.482 -0.1 0.1 0.0 0.2237
H 1.798 -0.371 -1.691 0.2 0.3 0.2 0.2121
H 2.615 -0.338 -0.058 0.0 0.5 -0.2 0.2275
H 0.910 1.892 -1.367 -0.3 0.9 -0.2 0.1992
H -0.411 2.224 -0.131 0.2 0.5 -0.3 0.2073
H 2.643 2.088 0.433 0.1 0.2 0.2 0.2150
H 1.492 3.506 0.685 0.7 0.0 -0.1 0.2199
H 1.252 2.065 1.618 0.8 0.1 0.1 0.1991



(2)
12
Properties=species:S:1:pos:R:3:forces:R:3:nbo_charge:R:1 method="wB97M-V/def2-TZVPD" spin_multiplicity=3 s_squared=2.010 gap_ev="9.46 / 7.78"
C -0.901 -1.346 -0.078 -2.3 -1.2 -1.6 -0.4812
N 0.480 0.168 1.940 3.2 0.2 2.1 -0.6585
N 0.226 -0.552 -0.129 0.5 -0.2 -1.8 -0.6098
Si 0.488 0.946 -0.961 1.0 -2.0 -1.3 1.0805
H -1.082 -1.432 0.935 -0.7 -0.5 2.6 0.2124
H -1.891 -0.935 -0.450 1.1 -0.3 -0.3 0.1714
H -0.853 -2.455 -0.386 0.5 1.6 0.0 0.2263
H 1.530 0.438 2.224 -2.7 -0.5 -0.8 0.3134
H 0.452 -0.800 2.320 -0.2 0.5 -0.1 0.3033
H 1.516 1.427 -0.088 1.0 0.8 -0.2 -0.1778
H 0.670 0.667 -2.491 0.5 0.1 1.2 -0.1709
H -0.551 1.845 -1.056 -2.0 1.5 0.2 -0.2092



Going through the records in order, we get energy values of -8490.6555; -12019.0691 eV.
Going through the records in order, we get energy above the lowest of the compared OMol25 structures with the same formula, charge and spin values of 143.8; 38.8 kcal per mole.